# C32H45ClN7O4PdS3

A molecular structure, C32H45ClN7O4PdS3 (wB97M-V/def2-TZVPD, OMol25).

The geometry in XYZ format:
```
93
C32H45ClN7O4PdS3, DFT wB97M-V/def2-TZVPD
Pd -1.671 0.240 0.944
N -1.720 0.160 2.974
C -2.790 -0.726 3.485
C -3.889 -0.881 2.439
O -5.041 -1.080 2.769
O -3.449 -0.827 1.216
H -0.824 -0.060 3.391
H -1.952 1.126 3.194
H -3.210 -0.357 4.416
H -2.367 -1.713 3.669
S -3.130 2.561 1.192
C -4.663 1.926 0.942
N -5.606 1.869 1.862
C -6.883 1.240 1.537
C -6.666 0.510 0.211
S -5.222 1.290 -0.578
H -5.404 2.206 2.791
H -7.664 1.997 1.475
H -7.128 0.524 2.319
H -7.524 0.597 -0.450
H -6.430 -0.536 0.391
C 2.034 3.223 -1.952
C 3.240 2.343 -2.305
C 4.040 3.062 -3.404
C 2.736 1.028 -2.914
C 4.175 2.060 -1.076
O 5.372 1.421 -1.533
C 4.522 3.346 -0.303
C 5.631 3.204 0.762
C 5.137 2.861 2.150
C 5.492 1.672 2.777
C 4.991 1.336 4.030
C 4.136 2.215 4.667
Cl 3.475 1.798 6.223
C 3.800 3.430 4.088
C 4.302 3.739 2.836
C 3.671 0.939 -0.147
N 2.344 1.105 0.441
C 1.300 0.306 0.284
N 0.290 0.761 1.010
C 0.790 1.891 1.590
N 2.037 2.122 1.277
H 1.418 3.349 -2.846
H 2.334 4.219 -1.620
H 1.395 2.789 -1.183
H 3.358 3.368 -4.199
H 4.784 2.405 -3.860
H 4.539 3.967 -3.051
H 2.290 1.226 -3.891
H 1.959 0.558 -2.305
H 3.550 0.316 -3.060
H 5.874 2.045 -2.068
H 3.622 3.741 0.166
H 4.842 4.086 -1.038
H 6.165 4.155 0.819
H 6.359 2.460 0.437
H 6.172 0.988 2.279
H 5.266 0.405 4.508
H 3.153 4.119 4.615
H 4.030 4.686 2.381
H 4.377 0.811 0.668
H 3.644 0.012 -0.714
H 1.306 -0.584 -0.324
H 0.220 2.541 2.236
C -5.202 -4.228 -3.314
C -4.489 -2.958 -2.865
C -3.597 -3.239 -1.662
N -2.946 -2.011 -1.178
C -1.968 -1.350 -1.719
S -1.695 0.341 -1.367
N -1.149 -1.926 -2.660
C -0.404 -3.132 -2.693
O 0.248 -3.350 -3.681
C -0.375 -4.005 -1.488
C -0.315 -5.381 -1.689
C -0.276 -6.231 -0.596
C -0.270 -5.708 0.692
C -0.282 -4.333 0.890
C -0.337 -3.479 -0.201
H -5.828 -4.039 -4.185
H -5.844 -4.623 -2.524
H -4.487 -5.009 -3.584
H -5.215 -2.184 -2.604
H -3.877 -2.561 -3.679
H -2.858 -3.999 -1.895
H -4.182 -3.613 -0.823
H -3.437 -1.519 -0.432
H -0.774 -1.269 -3.332
H -0.303 -5.768 -2.699
H -0.239 -7.302 -0.747
H -0.246 -6.375 1.545
H -0.249 -3.928 1.894
H -0.337 -2.411 -0.041
```

total charge = +1
total energy = -3713.18661 Ha
relative energy (zero: lowest compared OMol25 entry of this formula, charge and spin) = 15.3 kcal per mole
LUMO level = -3.2371 eV

Mulliken atomic charge list, values in e, 2 entries: number 1, Pd, carries 0.605; number 2, N, carries -0.487


# C29H33N3OPd

A molecular structure, C29H33N3OPd (wB97M-V/def2-TZVPD, OMol25).

The geometry in XYZ format:
```
67
C29H33N3OPd, DFT wB97M-V/def2-TZVPD
Pd -0.575 -0.380 0.330
N 0.398 -2.599 4.758
N -0.365 -3.299 -1.311
C 0.694 1.763 0.657
C 1.806 0.928 1.032
C 1.657 0.598 2.440
C 2.624 -0.229 3.276
H 3.523 -0.522 2.710
H 2.092 -1.251 3.545
H 2.838 0.206 4.264
C 0.485 1.309 2.926
C -0.144 0.988 4.228
H 0.462 1.369 5.061
H -0.192 -0.106 4.386
H -1.178 1.339 4.314
C -0.090 2.008 1.865
C -1.277 2.894 1.959
H -2.067 2.458 2.590
H -1.706 3.096 0.968
H -0.997 3.864 2.407
C 2.924 0.579 0.112
H 3.808 1.245 0.170
H 2.598 0.601 -0.942
H 3.280 -0.444 0.290
C 0.626 2.610 -0.574
H -0.390 3.000 -0.715
H 0.859 2.010 -1.463
H 1.304 3.487 -0.586
C -0.303 -3.606 5.280
H 0.074 -3.960 6.238
C -1.435 -4.188 4.678
H -2.021 -4.885 5.267
C -1.725 -3.874 3.352
H -2.453 -4.448 2.803
C -1.007 -2.861 2.714
H -0.909 -2.780 1.595
C -0.077 -2.144 3.560
C 0.772 -1.107 3.013
H 0.944 -1.329 1.878
C -0.423 -1.948 -1.111
C 0.442 -3.567 -2.377
H 1.001 -4.463 -2.699
C 0.227 -2.443 -3.190
H 0.234 -2.304 -4.245
N -0.051 -1.355 -2.361
C -0.287 0.002 -2.897
C 0.631 0.379 -3.896
C 0.367 1.492 -4.693
H 1.103 1.749 -5.434
C -0.756 2.287 -4.540
C -0.948 3.517 -5.408
H -1.482 4.320 -4.885
H -1.529 3.302 -6.319
H 0.005 3.942 -5.757
C -1.676 1.895 -3.575
H -2.550 2.523 -3.455
C -1.506 0.736 -2.785
C -2.612 0.271 -1.904
H -2.984 -0.720 -2.198
H -3.449 0.983 -1.893
H -2.236 0.187 -0.856
C 1.899 -0.374 -4.060
H 1.781 -1.402 -4.417
H 2.448 -0.385 -3.112
H 2.496 0.127 -4.823
O -2.960 -0.601 2.259
C -2.045 -0.490 1.556
```

total charge = -2
total energy = -1491.86391 Ha
LUMO level (spin up / spin down) = 4.4330 / 4.4318 eV
multiplicity = 3

Mulliken atomic charge list, values in e, 2 entries: number 1, Pd, carries -0.257; number 2, N, carries -0.550


# C3H4N2O

C3H4N2O in the gas phase (wB97M-V/def2-TZVPD, OMol25).

The geometry in XYZ format:
```
10
C3H4N2O, DFT wB97M-V/def2-TZVPD
O 0.493 -1.793 -0.958
C -0.165 -0.892 -0.496
C -0.651 -0.750 0.905
N -0.384 0.426 1.316
C 0.255 1.107 0.189
N -0.108 0.380 -1.004
H -1.026 -1.554 1.534
H 1.377 0.798 0.267
H -0.041 2.162 0.124
H 0.486 0.485 -1.821
```

SMILES string = O=C1C=NCN1
total charge = 0
total energy = -301.43150 Ha
relative energy (zero: lowest compared OMol25 entry of this formula, charge and spin) = 35.0 kcal per mole
LUMO level = 0.3856 eV

Mulliken atomic charge list, values in e, 2 entries: number 1, O, carries -0.567; number 2, C, carries 0.654


# C9H14O

2 unconnected molecules or ions with the total composition C9H14O (wB97M-V/def2-TZVPD, OMol25).

The geometry in XYZ format:
```
24
C9H14O, DFT wB97M-V/def2-TZVPD
C -1.050 -1.025 -1.764
C 0.245 -0.753 -1.058
C 0.985 -1.781 -0.467
C 2.150 -1.467 0.236
C 2.481 -0.126 0.428
O 3.528 0.220 1.233
C 1.851 0.892 -0.285
C 0.782 0.528 -1.069
H -1.722 -0.212 -1.480
H -1.589 -1.910 -1.429
H -0.979 -0.958 -2.851
H 0.519 -2.756 -0.486
H 2.822 -2.206 0.649
H 3.698 -0.391 1.940
H 2.213 1.890 -0.088
H 0.544 1.210 -1.885
C -1.851 1.781 0.588
C -2.332 0.586 1.503
H -2.245 2.644 1.103
H -0.789 1.537 0.517
H -2.179 1.549 -0.419
H -2.004 -0.382 1.097
H -3.408 0.564 1.611
H -1.671 0.568 2.375
```

SMILES string = Cc1ccc(O)cc1.CC
total charge = 0
total energy = -426.52971 Ha
relative energy (zero: lowest compared OMol25 entry of this formula, charge and spin) = 27.0 kcal per mole
LUMO level = 0.8519 eV

Mulliken atomic charge list, values in e, 2 entries: number 1, C, carries -1.287; number 2, C, carries 0.486


# C3H3ClOS

2 unconnected molecules or ions with the total composition C3H3ClOS (wB97M-V/def2-TZVPD, OMol25).

The geometry in XYZ format:
```
9
C3H3ClOS, DFT wB97M-V/def2-TZVPD
Cl 0.820 1.777 -0.433
C -0.559 0.827 -0.289
C -1.713 0.331 -0.662
C -1.189 -0.181 0.622
H -2.440 0.203 -1.491
H -1.718 0.020 1.684
H -0.874 -1.297 0.644
O 3.418 -0.943 -0.654
S 4.255 -0.736 0.580
```

SMILES string = ClC1=CC1.O=S
total charge = 0
total energy = -1049.54614 Ha
relative energy (zero: lowest compared OMol25 entry of this formula, charge and spin) = 105.6 kcal per mole
LUMO level (spin up / spin down) = -1.6461 / -1.6487 eV

Mulliken atomic charge list, values in e, 2 entries: number 1, Cl, carries -0.138; number 2, C, carries -0.046


# C49H104Cl8FN13O13

18 unconnected molecules or ions with the total composition C49H104Cl8FN13O13 (wB97M-V/def2-TZVPD, OMol25).

The geometry in XYZ format:
```
188
C49H104Cl8FN13O13, DFT wB97M-V/def2-TZVPD
C -21.219 12.928 27.422
C -19.959 12.393 28.206
O -19.134 11.636 27.628
N -19.951 12.516 29.537
C -19.005 12.043 30.469
H -21.747 11.996 27.218
H -20.889 13.380 26.486
H -21.940 13.593 27.896
H -20.810 12.937 29.863
H -18.429 12.779 31.028
H -18.294 11.336 30.042
H -19.621 11.548 31.221
C -23.171 11.196 29.988
C -24.577 11.734 30.230
O -24.788 12.907 30.582
N -25.583 10.892 30.111
C -25.476 9.455 29.965
H -22.609 11.735 29.226
H -23.017 10.139 29.771
H -22.618 11.299 30.922
H -26.535 11.225 30.056
H -26.303 8.965 30.479
H -24.586 9.042 30.441
H -25.505 9.116 28.930
C -27.625 10.350 22.251
C -27.090 10.404 23.683
O -26.539 11.366 24.143
N -27.249 9.249 24.429
C -26.804 9.061 25.882
H -26.732 10.277 21.631
H -28.059 11.321 22.013
H -28.221 9.460 22.051
H -27.614 8.473 23.895
H -27.167 9.902 26.473
H -25.717 9.132 25.928
H -27.228 8.157 26.320
C -31.031 15.202 21.482
C -29.612 14.634 21.409
O -29.175 14.227 20.329
N -28.918 14.686 22.493
C -27.592 14.284 22.595
H -31.213 16.037 20.805
H -31.270 15.570 22.480
H -31.763 14.422 21.277
H -29.400 15.040 23.306
H -27.304 13.271 22.316
H -27.314 14.425 23.640
H -26.869 14.880 22.039
C -28.264 13.160 27.002
C -26.954 13.798 27.321
O -26.689 14.303 28.422
N -26.080 13.645 26.312
C -24.675 13.970 26.347
H -28.633 13.243 25.979
H -28.960 13.641 27.689
H -28.112 12.127 27.314
H -26.305 13.023 25.548
H -24.291 13.459 27.231
H -24.495 15.043 26.289
H -24.213 13.551 25.453
C -18.411 7.618 23.249
C -18.429 6.618 24.382
O -19.404 5.971 24.775
N -17.250 6.472 24.945
C -16.906 5.458 25.926
H -19.083 8.448 23.463
H -18.850 6.976 22.485
H -17.377 7.832 22.979
H -16.454 6.888 24.483
H -17.438 4.565 25.599
H -17.352 5.706 26.889
H -15.835 5.262 25.856
C -17.271 9.287 26.999
C -16.173 10.125 26.529
O -15.133 9.659 26.051
N -16.313 11.445 26.944
C -15.408 12.529 26.721
H -16.894 8.284 27.196
H -18.005 9.261 26.193
H -17.602 9.652 27.971
H -17.053 11.592 27.615
H -14.969 12.927 27.636
H -16.079 13.259 26.268
H -14.610 12.245 26.036
C -24.894 5.277 26.327
C -23.811 4.275 26.395
O -22.665 4.619 26.544
N -24.336 3.066 26.183
C -23.492 1.912 26.083
H -24.699 6.105 25.645
H -24.965 5.606 27.364
H -25.823 4.789 26.032
H -25.336 2.929 26.155
H -23.309 1.317 26.978
H -22.563 2.153 25.566
H -24.030 1.245 25.408
C -28.571 15.726 16.482
C -27.588 14.625 16.951
O -26.933 14.018 16.114
N -27.402 14.431 18.271
C -26.430 13.394 18.720
H -28.098 16.689 16.288
H -29.475 15.783 17.088
H -28.875 15.361 15.501
H -28.139 14.707 18.904
H -26.454 13.308 19.806
H -25.439 13.733 18.418
H -26.712 12.416 18.330
C -28.802 4.925 22.997
C -27.805 6.033 22.554
O -27.235 6.635 23.455
N -27.448 6.081 21.281
C -26.434 6.963 20.823
H -28.339 4.085 23.514
H -29.315 4.429 22.173
H -29.446 5.401 23.737
H -27.787 5.457 20.563
H -26.696 7.248 19.804
H -25.469 6.472 20.697
H -26.363 7.894 21.384
C -19.135 2.503 26.738
C -19.558 2.604 28.178
O -18.896 2.107 29.076
N -20.613 3.355 28.419
C -21.133 3.873 29.733
H -18.056 2.367 26.665
H -19.299 3.424 26.178
H -19.598 1.612 26.314
H -21.053 3.716 27.585
H -20.475 3.419 30.474
H -22.144 3.529 29.953
H -21.461 4.910 29.806
C -23.856 8.144 18.832
C -24.310 9.510 18.310
O -24.799 10.302 19.153
N -24.360 9.708 16.991
C -24.796 10.984 16.414
H -22.775 8.112 18.699
H -24.184 7.362 18.148
H -24.173 7.838 19.829
H -23.892 9.089 16.344
H -24.522 11.774 17.113
H -25.884 10.926 16.399
H -24.452 11.352 15.447
C -20.430 8.425 30.133
C -21.493 7.660 29.426
O -22.674 7.758 29.747
N -21.113 6.843 28.417
C -19.784 6.569 27.770
H -20.900 8.881 31.004
H -20.107 9.181 29.417
H -19.589 7.777 30.380
H -21.930 6.432 27.989
H -19.458 7.469 27.249
H -20.109 5.840 27.027
H -19.127 6.312 28.601
C -22.062 5.023 22.887
Cl -21.688 3.234 22.702
Cl -23.864 5.233 22.745
H -21.747 5.424 23.850
H -21.572 5.406 21.992
C -21.540 12.833 18.477
Cl -21.802 12.041 20.007
Cl -19.820 12.669 17.972
H -22.207 12.486 17.687
H -21.757 13.883 18.672
C -22.610 14.692 22.727
Cl -24.348 14.945 23.061
Cl -21.640 15.543 23.985
H -22.458 13.613 22.677
H -22.221 15.021 21.764
C -17.760 13.138 23.137
Cl -18.028 14.704 23.872
Cl -18.343 13.114 21.463
H -16.686 12.960 23.186
H -18.302 12.425 23.759
F -21.253 11.884 23.468
C -21.911 10.784 23.705
C -21.447 9.910 24.648
C -22.271 8.822 25.044
C -23.451 8.646 24.394
C -23.843 9.431 23.330
C -23.056 10.525 22.981
H -20.554 10.137 25.212
H -22.079 8.021 25.742
H -24.178 7.931 24.750
H -24.763 9.262 22.791
H -23.508 11.175 22.247
```

total charge = 0
total energy = -7400.90453 Ha
LUMO level = -0.0007 eV

Mulliken atomic charge list, values in e, 2 entries: number 1, C, carries -1.153; number 2, C, carries 0.355


# C5H8BrClCsF2MgO13PS

A molecular structure, C5H8BrClCsF2MgO13PS (wB97M-V/def2-TZVPD, OMol25).

The geometry in XYZ format:
```
34
C5H8BrClCsF2MgO13PS, DFT wB97M-V/def2-TZVPD
O 0.034 -0.898 -0.667
C 0.522 -1.974 -1.199
O 1.187 -2.220 -2.443
C 2.027 -3.436 -2.273
C 1.652 -3.930 -0.778
F 2.747 -4.025 0.186
P 0.889 -5.705 -0.935
O 2.173 -6.790 -1.269
O -0.234 -5.658 -2.198
O 0.445 -3.180 -0.364
H 3.074 -3.026 -2.427
H 1.677 -4.135 -3.098
H 3.051 -6.328 -1.480
H -1.120 -5.596 -1.794
O -2.541 2.962 -1.267
Cl -1.661 1.830 -1.086
O -1.950 0.834 -2.087
O -1.867 1.264 0.236
O -0.286 2.262 -1.216
C -1.124 3.676 2.265
C -0.848 4.745 3.312
O -0.746 5.954 2.594
S -1.733 5.887 1.292
O -2.953 6.550 1.624
O -0.963 6.212 0.138
O -1.996 4.292 1.321
H -0.205 3.389 1.746
H -1.591 2.790 2.692
H 0.064 4.557 3.867
H -1.725 4.842 4.039
Cs 1.747 -1.446 0.647
F -0.962 -2.150 -2.978
Mg 4.659 -5.390 -1.816
Br -1.444 3.841 5.417
```

total charge = 0
total energy = -5366.30175 Ha
LUMO level = -6.2713 eV

Mulliken atomic charge list, values in e, 2 entries: number 1, O, carries -0.873; number 2, C, carries 0.945


# C19H35N3O12P

4 unconnected molecules or ions with the total composition C19H35N3O12P (wB97M-V/def2-TZVPD, OMol25).

The geometry in XYZ format:
```
70
C19H35N3O12P, DFT wB97M-V/def2-TZVPD
C -3.351 3.016 -1.417
C -3.595 2.473 -2.904
C -4.264 1.051 -2.950
N -3.289 -0.069 -3.212
C -2.505 -0.160 -2.021
C -1.152 0.408 -2.020
C -0.311 0.396 -0.852
P 1.389 1.135 -0.821
C 2.603 -0.055 -0.027
O 1.798 1.269 -2.457
C -0.960 -0.247 0.316
C -0.235 -0.328 1.687
C 0.320 -1.754 1.988
O -0.090 -2.773 1.542
O 1.370 -1.810 2.902
N -2.189 -0.742 0.113
N -2.974 -0.748 -0.923
H -2.242 3.171 -1.337
H -3.574 2.191 -0.694
H -3.908 3.949 -1.202
H -2.608 2.415 -3.431
H -4.222 3.255 -3.399
H -4.832 0.887 -2.008
H -5.010 1.002 -3.784
H -2.647 0.188 -3.962
H -0.792 0.880 -2.958
H 2.121 -1.050 0.150
H 3.446 -0.176 -0.751
H 2.939 0.415 0.926
H 1.794 2.230 -2.619
H -0.945 -0.050 2.504
H 0.606 0.401 1.621
H 1.308 -0.972 3.404
H -2.585 -1.207 0.940
C 2.289 1.098 -5.401
O 1.836 1.529 -6.681
C 1.400 2.792 -6.701
O 1.366 3.542 -5.755
O 1.008 3.077 -7.943
C 0.514 4.407 -8.114
H 2.617 0.065 -5.495
H 3.135 1.701 -5.068
H 1.480 1.139 -4.676
H 1.289 5.139 -7.886
H -0.367 4.574 -7.493
H 0.228 4.518 -9.158
C 2.634 -4.353 2.649
O 3.905 -3.760 2.920
C 4.950 -4.565 2.684
O 4.893 -5.695 2.280
O 6.066 -3.890 2.977
C 7.270 -4.632 2.772
H 1.873 -3.605 2.877
H 2.552 -4.626 1.595
H 2.471 -5.225 3.283
H 7.374 -4.915 1.724
H 7.293 -5.513 3.412
H 8.103 -3.985 3.041
C -2.133 -1.589 5.249
O -2.740 -0.302 5.144
C -3.134 0.218 6.320
O -3.013 -0.305 7.393
O -3.679 1.412 6.081
C -4.148 2.088 7.251
H -1.857 -1.906 4.243
H -1.229 -1.541 5.857
H -2.833 -2.316 5.660
H -3.325 2.281 7.939
H -4.930 1.509 7.742
H -4.567 3.040 6.934
```

total charge = +1
total energy = -2153.21119 Ha
LUMO level = -4.6279 eV

Mulliken atomic charge list, values in e, 2 entries: number 1, C, carries -0.800; number 2, C, carries -0.119


no.,M (g/mol)
1,829.8
2,546.0
3,84.1
4,138.2
5,122.6
6,1386.1
7,649.7
8,528.5